(1)
This record from the Open Molecules 2025 dataset describes a molecular structure, C3H10N2S at a distorted geometry. The level of theory is ωB97M-V/def2-TZVPD.

XYZ file:
```
16
Properties=species:S:1:pos:R:3:mulliken_charge:R:1
H -0.36432 -0.79360 -2.41873 0.313
H -1.56607 0.67059 -0.98889 0.375
H -2.01058 0.90780 4.10336 0.122
H 0.16001 -1.83999 0.92673 0.376
H -1.71281 1.46741 3.64968 -0.108
H 1.34080 -0.34036 -0.72108 0.465
N -0.11719 1.13024 -2.34991 -0.450
H -0.18212 1.65031 -0.11377 0.200
H -0.52817 1.76531 -3.01093 0.235
H 0.54829 -2.03771 -1.88465 0.255
H -1.31015 -1.00597 0.70722 0.428
C -0.21769 -0.78957 0.77163 -0.669
S 0.65308 0.19995 2.02347 0.407
N -0.16356 -1.40698 -1.59359 -0.676
C 0.24141 -0.40823 -0.61239 -0.024
C -0.50019 0.91349 -0.99593 -0.249
```

Computed properties:
Relative energy (zero: lowest compared OMol25 entry of this formula, charge and spin), kJ/mol: 666.5
<S²>: 1.727
Spin multiplicity: 2
Total energy, eV: -17074.250
Gap between HOMO and LUMO (spin up / spin down), eV: 5.1 / 4.4
Total charge: +1

---

(2)
This record from the Open Molecules 2025 dataset describes a single C9H18N2O3S molecule at a distorted geometry. The level of theory is ωB97M-V/def2-TZVPD.

XYZ file:
```
33
Properties=species:S:1:pos:R:3:mulliken_charge:R:1
O 2.98232 -0.84727 -0.96542 -0.674
H 0.21696 3.14701 0.06184 0.340
H 0.64385 3.27444 2.59956 0.394
C 0.47336 2.24114 0.71992 -0.232
C 0.17345 -1.40290 -1.37162 -0.302
H 0.20569 -2.28434 -1.92274 0.558
N -0.07194 0.92960 0.12875 -0.061
H 1.66145 2.22440 0.78298 0.339
H 0.31799 1.74760 -1.84881 0.472
H -0.52790 -3.40698 -0.36731 0.349
C -0.36501 1.02927 -1.40534 0.037
H 1.53307 -2.59409 1.59144 0.335
H -1.75988 2.16818 -2.49512 0.433
C 0.29446 -3.81257 0.23293 -1.000
H 2.22706 -2.60220 -0.08494 0.315
H -2.15188 2.52880 -0.82052 0.295
H -1.14426 2.91626 2.32524 0.280
H 0.00860 1.64128 2.80670 0.401
H 0.63454 -4.72133 -0.31787 0.273
N 0.48303 -1.40013 -0.02533 -0.005
H -1.00927 0.73365 0.48157 0.507
O 3.26426 1.07931 0.48511 -0.712
C -0.05860 2.50860 2.25898 -1.204
S 2.52398 0.41645 -0.54391 1.266
C -1.81293 1.67516 -1.54896 -1.363
C 1.20128 -2.57813 0.44507 -0.278
H 1.27624 -0.08443 1.45801 0.365
H 0.01176 -4.20768 1.19224 0.290
H -2.52780 0.83034 -1.35388 0.423
H -0.79608 -0.43369 -2.91819 0.500
C -0.31009 -0.35391 -1.97992 -1.101
O 2.15977 1.36212 -1.61226 -0.675
C 0.94584 -0.07310 0.37271 -0.566
```

Computed properties:
Relative energy (zero: lowest compared OMol25 entry of this formula, charge and spin), kJ/mol: 460.3
Total energy, eV: -29579.356
Gap between HOMO and LUMO, eV: 8.8
Structure (SMILES): CCN1C=C[C@@H](C)[N@H+](CC)[C@@H]1S(=O)(=O)[O-]

---

(3)
This record from the Open Molecules 2025 dataset describes 2 unconnected molecules or ions with the total composition C6H16 at a distorted geometry. The level of theory is ωB97M-V/def2-TZVPD.

XYZ file:
```
22
Properties=species:S:1:pos:R:3:mulliken_charge:R:1
C -0.40607 1.78308 -1.55004 -1.464
H -2.33416 1.36984 0.34812 0.386
H 1.03035 -3.81274 -1.24651 0.279
H -1.34050 0.46742 1.51212 0.347
H -0.40079 2.69100 1.79654 0.356
H 0.54757 2.07719 -1.99023 0.351
C -0.22230 2.91245 0.73096 -1.404
H 2.49652 -3.41206 -0.48088 0.275
H 1.40558 -2.75041 1.62646 0.268
C 0.78715 -3.15776 0.82498 -0.766
H -1.11969 2.59275 -1.75699 0.339
C -0.28157 1.62051 -0.01774 0.958
H 0.62434 1.01154 0.01187 0.148
H 1.45261 -2.07580 -0.92650 0.198
H 0.75301 3.39679 0.73930 0.362
H -0.81430 0.90280 -2.03997 0.399
C 1.44961 -3.09466 -0.54812 -0.753
H -1.54669 -0.14082 -0.15209 0.366
H -1.01333 3.66907 0.73690 0.348
C -1.44559 0.74923 0.46437 -1.496
H 0.53393 -4.18779 1.06798 0.316
H -0.15567 -2.61163 0.84943 0.184
```

Computed properties:
Relative energy (zero: lowest compared OMol25 entry of this formula, charge and spin), kJ/mol: 60.0
Total energy, eV: -6481.036
Gap between HOMO and LUMO, eV: 11.9
Structure (SMILES): CC(C)C.CC

---

(4)
This record from the Open Molecules 2025 dataset describes a molecular structure, C34H24Cl2F3N4O5STi. The level of theory is ωB97M-V/def2-TZVPD.

XYZ file:
```
74
Properties=species:S:1:pos:R:3:mulliken_charge:R:1
F 0.32462 2.85915 -4.42143 -0.225
H 0.45168 -2.56507 1.45298 -0.108
O 2.07997 3.01121 2.25277 -0.672
C -0.24146 -5.04557 0.00046 -0.707
C 3.75637 -0.51005 -1.20296 -0.924
H 0.21230 4.42944 3.21968 0.634
H -2.96913 2.58106 -0.00421 0.316
H 2.63096 0.82684 4.31631 0.412
H -3.78921 4.25659 1.61990 0.526
N 1.38511 1.67888 0.47417 1.662
C -2.10117 -3.03484 0.49457 0.062
C 2.92337 -0.79614 2.94478 -0.514
C -1.33876 -1.11411 2.89489 -0.829
O 1.84748 -1.62987 -2.91402 -0.703
F -0.66683 4.78330 -4.46402 -0.248
C -0.29830 -0.68240 -2.99726 -0.298
H 4.00342 -0.73999 2.98578 0.440
Cl 6.48867 1.13371 1.22265 -0.192
H 2.91108 -2.41057 1.53028 0.487
C -2.84696 -0.32743 -3.87673 -0.714
H -2.18516 5.21500 3.27633 0.446
C -2.00222 -1.18361 -4.57278 -0.913
H 3.92132 2.17620 1.57162 0.721
C 0.77033 -0.00170 3.65105 -0.476
C -0.39118 -4.00323 -0.90577 -0.414
C -0.75710 3.53351 -4.03481 0.763
C 4.95761 -0.21743 -0.57008 -0.006
N 1.30921 0.02742 -1.37356 1.210
C 1.08305 -0.82650 -2.42570 0.542
C 2.65102 1.10490 0.20719 0.021
C -1.85922 4.47023 2.56271 -0.713
C -0.70422 -1.36798 -4.12611 -0.390
C 1.23582 2.60057 1.49037 0.335
O -0.18789 2.61414 -1.90216 0.004
H 0.48647 -5.82362 -0.18607 0.432
H -1.77611 -0.58034 3.73844 0.701
H -3.78750 -2.13624 1.53446 0.597
H -1.46348 -2.20589 -1.36947 0.328
H 3.74264 -1.24614 -1.98668 0.774
C -0.53984 4.04707 2.54452 -0.759
H -2.97799 1.01789 -2.20314 0.353
C -1.32548 -3.01043 -0.66136 0.206
C -3.03353 -1.90049 0.78000 -1.393
Cl 6.37207 -1.07452 -1.05839 -0.206
H 0.00300 -2.01817 -4.62119 0.659
C -2.30487 2.99974 0.74163 -0.051
H -3.54624 -1.54038 -0.11333 0.494
Ti -0.15190 1.20276 -0.68567 -2.524
C 2.59932 0.14170 -0.80515 -0.278
C 2.15545 0.07951 3.69596 -0.642
C 2.30942 -1.73868 2.12877 -0.713
C 0.15301 -0.96081 2.85672 0.033
F -1.82715 2.95617 -4.61495 -0.252
H -2.59419 -4.15458 2.26506 0.534
C -1.96541 -4.09790 1.38330 -0.141
H 0.22094 -3.96328 -1.79807 0.479
N -1.03522 2.58567 0.73361 0.924
C 3.85907 1.42699 0.80315 -1.136
H -2.35491 -1.69589 -5.45769 0.480
C 0.92791 -1.82142 2.08095 0.779
H 0.17006 0.66697 4.25897 0.431
C -0.17249 3.10220 1.60763 0.319
H -1.62260 -2.16347 2.94229 0.338
C -0.96576 3.48509 -2.49856 0.407
C -2.35891 0.32231 -2.76034 -0.381
H -0.94002 -5.92425 1.82848 0.414
S -2.19630 -0.41422 1.43531 0.339
H -3.86233 -0.15037 -4.20053 0.546
O -1.09306 -0.14464 0.39999 -0.262
C 5.00920 0.74988 0.42191 0.217
O -1.81640 4.15502 -1.98563 -0.550
C -2.75720 3.93893 1.64696 -0.880
N -1.10580 0.14220 -2.33394 1.633
C -1.03844 -5.10002 1.13514 -0.784
```

Computed properties:
Total energy, eV: -118993.861
Gap between HOMO and LUMO, eV: 6.5
Total charge: +1

---

Which value of total energy does entry 4 give? -118993.861 eV

---

Which of these has the highest total energy? C6H16

---

What is the formula in the fourth record? C34H24Cl2F3N4O5STi